1.
Here is a molecular structure, C21H33F2FeO21 from the OMol25 dataset. Energies are from ωB97M-V/def2-TZVPD.

Results
E = -105134.420 eV
<S²> = 8.756
ΔE to the lowest compared entry with this formula, charge and spin = 0.000 eV

Structure (ORCA input):
```
! wB97M-V def2-TZVPD RIJCOSX def2/J DEFGRID3
* xyz 0 6
Fe -0.692 1.571 -2.138
F 2.210 -3.017 1.166
F -5.414 -1.972 1.480
O -0.432 1.960 -0.135
O -1.808 -1.943 -2.232
O -3.903 -1.503 -1.736
O -2.653 -1.326 2.601
O 1.562 4.725 0.706
O 0.450 0.280 -0.950
O -0.580 3.733 -2.518
O 3.354 -4.108 -0.449
O 1.382 -4.185 -1.466
O 0.907 1.290 -3.572
O -2.334 0.098 -1.557
O -2.410 2.699 -2.229
O 1.937 -1.377 3.662
O 2.759 -5.943 -1.611
O -1.345 -2.599 1.297
O -0.992 0.486 -3.924
O 2.602 3.573 -0.920
O 3.956 -1.181 3.002
O -3.471 -3.181 1.738
O 2.723 3.029 1.276
O 3.402 -0.291 4.999
C 2.735 -2.895 -0.111
C 0.855 -1.193 4.560
C -4.569 -2.589 2.357
C 0.541 0.426 1.513
C 0.114 0.806 -4.435
C -2.668 -1.022 -1.821
C 3.136 -0.900 3.992
C 1.549 -2.817 -1.051
C -2.515 5.111 -2.167
C 2.304 3.745 0.231
C -4.886 -0.593 -1.278
C 3.823 2.159 1.050
C 2.504 -4.861 -1.201
C 0.208 0.887 0.116
C -2.397 -2.376 1.797
C 5.356 -1.026 3.172
C -2.124 -3.333 -2.171
C 0.906 5.567 -0.228
C -1.826 3.800 -2.354
C -3.927 -1.498 3.235
C 0.470 0.607 -5.869
H 1.557 5.866 -1.045
H 4.332 1.863 1.970
H -5.093 -3.330 2.956
H -3.208 5.126 -1.328
H 0.010 5.071 -0.596
H 0.522 -0.156 4.484
H -1.436 -3.841 -2.837
H -3.131 -3.649 -2.451
H -5.756 -1.146 -0.940
H -2.051 -3.646 -1.128
H 3.412 1.224 0.665
H 3.406 -2.038 -0.140
H 0.561 1.588 -6.333
H 1.435 0.102 -5.899
H 0.533 6.446 0.295
H -0.017 -1.821 4.400
H 0.904 1.242 2.130
H 0.665 -2.384 -0.596
H -3.166 5.398 -3.001
H -4.538 0.054 -0.470
H -1.800 5.932 -2.169
H -5.207 0.130 -2.032
H 1.204 -1.375 5.578
H 5.589 -0.253 3.905
H 5.830 -0.786 2.225
H -0.302 -0.145 1.899
H -3.719 -1.857 4.246
H 1.735 -2.253 -1.968
H -0.280 -0.003 -6.363
H 5.736 -1.970 3.567
H 1.340 -0.310 1.412
H -4.457 -0.553 3.283
H 4.592 2.651 0.458
*
```

2.
Here is C4H3N in the gas phase from the OMol25 dataset. Energies are from ωB97M-V/def2-TZVPD.

Results
E = -5683.401 eV
ΔE to the lowest compared entry with this formula, charge and spin = 1.106 eV

Structure (ORCA input):
```
! wB97M-V def2-TZVPD RIJCOSX def2/J DEFGRID3
* xyz 0 1
N -2.313 0.364 0.140
C 2.188 0.586 -0.194
C 1.127 0.081 -0.464
C -1.256 -0.099 -0.261
C -0.121 -0.538 -0.775
H 3.125 1.029 0.063
H -0.150 -1.412 -1.419
H -2.635 0.014 1.042
*
```

3.
Here is a molecular structure, C44H66N2O5PSSeSiTa from the OMol25 dataset. Energies are from ωB97M-V/def2-TZVPD.

Results
E = -154810.619 eV
ΔE to the lowest compared entry with this formula, charge and spin = 1.028 eV

Structure (ORCA input):
```
! wB97M-V def2-TZVPD RIJCOSX def2/J DEFGRID3
* xyz 2 1
Ta 0.523 -0.374 0.011
Se -2.161 -0.519 -0.771
S 1.879 -0.895 2.042
P 2.893 -0.648 -2.171
Si 1.139 -1.384 5.592
O 0.319 0.708 -1.617
O -0.013 -2.164 0.146
O 4.110 -1.647 -1.946
O 1.622 -1.632 -1.808
O 2.694 -0.103 -0.570
N -0.513 -0.038 1.925
N 0.828 1.979 0.710
C -5.422 -4.679 -2.256
C -2.157 -0.029 -4.906
C -3.130 -4.563 -1.184
C -4.745 -6.363 -0.555
C -0.166 1.131 -3.980
C 1.593 -4.762 -0.175
C 0.076 -0.597 4.200
C -0.906 -4.399 -0.117
C 0.227 4.278 0.373
C 0.376 -4.559 2.021
C 0.880 4.656 1.532
C -1.981 -5.126 -0.619
C 1.499 3.665 2.281
C -2.152 -2.424 -0.767
C -0.489 0.601 -2.721
C -2.084 -1.169 -7.120
C -1.684 -0.102 -2.570
C -2.976 -0.391 -6.142
C -3.217 -3.180 -1.231
C -4.183 -1.260 -5.790
C 0.286 -5.068 0.572
C 1.014 -2.406 -2.876
C -3.477 0.897 -6.812
C -2.525 -0.407 -3.622
C 1.297 -0.074 6.912
C 1.693 2.738 -3.147
C 1.446 2.359 1.845
C 0.366 -0.510 2.840
C 5.231 -1.657 -2.871
C 2.823 -1.938 5.011
C -1.007 0.745 -5.028
C 0.319 3.308 -5.094
C 0.134 -2.846 6.172
C -2.045 0.476 3.647
C 0.225 2.946 0.002
C -3.675 -6.355 -2.826
C 0.120 -6.588 0.618
C -1.166 -0.084 4.571
C -1.691 0.470 2.322
C 0.955 2.123 -4.340
C 1.973 1.440 -5.266
C -1.012 -3.010 -0.239
C 3.707 0.829 -0.102
C -4.240 -5.475 -1.702
H -0.550 -4.770 2.560
H -4.724 -1.513 -6.701
H -2.848 -6.976 -2.479
H 1.815 -3.697 -0.201
H -1.934 -6.204 -0.554
H 1.925 1.578 2.417
H -0.753 1.098 -6.018
H 2.476 3.396 -3.529
H 2.423 -5.262 0.327
H 2.464 0.603 -4.768
H 0.658 -1.744 -3.666
H -2.653 -1.431 -8.013
H -0.284 4.998 -0.251
H 6.125 -1.814 -2.277
H 3.341 -2.364 5.874
H -5.130 -5.758 0.268
H -4.882 -0.740 -5.131
H -5.128 -4.049 -3.099
H 2.023 3.893 3.199
H -2.341 0.875 1.560
H -3.960 -7.012 -0.164
H 0.333 0.223 7.328
H -6.184 -5.369 -2.617
H 0.186 -2.956 -2.442
H 5.301 -0.711 -3.408
H 0.904 5.690 1.847
H -5.553 -7.004 -0.912
H 3.438 -1.119 4.635
H -2.994 0.894 3.951
H 0.982 -7.023 1.123
H -4.072 0.650 -7.692
H 1.902 -0.454 7.738
H -5.885 -4.051 -1.491
H -0.080 3.021 -6.066
H 0.573 -3.488 2.065
H 5.101 -2.478 -3.570
H -2.652 1.532 -7.139
H -1.461 -0.109 5.615
H 0.072 -7.024 -0.382
H -0.853 -2.552 6.535
H 1.074 4.075 -5.268
H 2.770 -2.713 4.245
H 2.160 2.002 -2.500
H -0.007 -3.571 5.367
H 1.790 0.823 6.530
H 1.747 -3.112 -3.263
H 1.502 1.065 -6.175
H -3.317 -5.744 -3.658
H -1.221 -0.583 -7.440
H 3.643 0.863 0.980
H -4.101 -2.690 -1.613
H 1.191 -5.071 2.537
H 2.741 2.156 -5.563
H -4.453 -7.020 -3.204
H -4.102 1.475 -6.130
H 1.022 3.354 -2.547
H -0.491 3.752 -4.512
H -0.286 2.638 -0.896
H 1.550 -5.142 -1.199
H 3.528 1.812 -0.534
H -3.882 -2.198 -5.316
H -0.771 -6.885 1.174
H -3.443 -0.947 -3.439
H 4.685 0.448 -0.389
H 0.646 -3.354 6.991
H -1.721 -2.094 -6.667
*
```

4.
Here is a gas-phase ion, C6H13N (charge +1) from the OMol25 dataset. Energies are from ωB97M-V/def2-TZVPD.

Results
E = -7914.520 eV
<S²> = 0.754
ΔE to the lowest compared entry with this formula, charge and spin = 0.693 eV

Structure (ORCA input):
```
! wB97M-V def2-TZVPD RIJCOSX def2/J DEFGRID3
* xyz 1 2
N 0.775 -0.159 0.071
C -1.458 0.670 0.086
C 0.030 0.896 -1.988
C -1.153 0.052 1.447
C 1.611 -1.359 -0.133
C 0.368 -0.024 1.531
C -0.369 -0.001 -0.786
H -0.750 -0.945 -1.188
H -1.560 -0.960 1.521
H 0.887 0.834 1.959
H 0.415 1.810 -1.525
H -1.305 1.744 0.188
H 0.846 0.477 -2.576
H 2.088 -1.209 -1.102
H 1.058 -2.296 -0.148
H -1.599 0.599 2.278
H -0.712 1.192 -2.726
H 2.415 -1.276 0.596
H -2.453 0.529 -0.323
H 0.721 -0.862 2.129
*
```

5.
Here is 2 unconnected molecules or ions with the total composition C4H7F2P from the OMol25 dataset. Energies are from ωB97M-V/def2-TZVPD.

Results
E = -18979.041 eV
ΔE to the lowest compared entry with this formula, charge and spin = 3.822 eV

Structure (ORCA input):
```
! wB97M-V def2-TZVPD RIJCOSX def2/J DEFGRID3
* xyz 0 1
P 1.283 2.129 0.545
F -0.926 1.695 2.069
F -1.185 2.225 -0.043
C 0.413 -1.645 -0.306
C -0.837 -0.982 0.093
C -0.476 -1.020 -1.361
C -0.364 1.641 0.890
H 1.648 1.665 1.904
H -1.740 -1.020 0.695
H 0.413 -2.642 -0.536
H 1.593 0.906 -0.020
H 1.520 -1.193 -0.080
H -0.367 -0.016 -1.800
H -0.975 -1.743 -2.049
*
```

6.
Here is 2 unconnected molecules or ions with the total composition H5NO3Si from the OMol25 dataset. Energies are from ωB97M-V/def2-TZVPD.

Results
E = -15593.486 eV
ΔE to the lowest compared entry with this formula, charge and spin = 2.877 eV

Structure (ORCA input):
```
! wB97M-V def2-TZVPD RIJCOSX def2/J DEFGRID3
* xyz 0 1
Si 0.630 0.159 0.239
O 1.506 0.410 1.515
O -1.536 0.932 1.011
O 1.036 1.291 -0.863
N 0.392 -1.358 -0.478
H 0.155 -1.415 -1.399
H 1.353 -0.010 2.412
H -1.371 1.781 1.437
H 0.847 2.167 -0.480
H 0.643 -2.284 -0.016
*
```

Result set for strongest force on any atom: 0.052; 0.014; 0.010; 0.087; 0.082; 0.092 hartree/bohr, one per record in the order listed.